Entry 1:
7
Properties=species:S:1:pos:R:3 method="wB97M-V/def2-TZVPD" multiplicity=1 e_above_lowest_kcal_mol=24.4 lumo_ev=-1.05 smiles="O=C1OS1.O" fmax_ev_per_a=2.77 total_charge=0 mol_weight_g_mol=94.09 energy_ha=-663.13394 gap_ha=0.336 e_homo_ev=-10.209
C 0.40817 0.93324 0.33785
O 1.48568 0.91889 -0.34083
O -0.67348 -1.65347 -0.70521
O -0.28376 0.42250 1.13046
S 0.66877 2.50684 -0.40328
H -0.25457 -1.89258 0.17909
H -1.35081 -1.23541 -0.19808

---

Entry 2:
92
Properties=species:S:1:pos:R:3 method="wB97M-V/def2-TZVPD" multiplicity=2 e_above_lowest_kcal_mol=11.8 lumo_ev="-8.82 / -9.60" fmax_ev_per_a=0.91 total_charge=+3 mol_weight_g_mol=831.60 energy_ha=-1953.54343 gap_ha="0.248 / 0.229" e_homo_ev="-15.576 / -15.831"
Re -0.18957 0.71155 -0.33299
C 5.27823 0.88062 1.23487
N 3.88838 1.32973 1.39014
C 3.74876 2.44118 2.32843
C 2.88171 0.65692 0.77197
N 1.84736 1.28675 0.16954
C 2.15545 2.70539 -0.13757
C 1.04846 3.31194 -0.94568
N -0.25752 2.90704 -0.37477
C -0.50260 3.41017 1.00940
C -0.16814 2.36722 2.05777
N -0.63812 1.04967 1.59251
C -1.11688 0.18198 2.53723
N -0.61459 0.17744 3.77548
C 0.80207 0.40288 4.05810
C -1.43857 -0.09099 4.96081
N -2.11846 -0.65979 2.23471
C -3.29750 -0.18230 1.50931
C -2.23489 -1.96988 2.87842
C -1.34393 3.36312 -1.28210
C -2.45468 2.35327 -1.21155
N -1.82021 1.04738 -1.51668
C -2.27279 0.39207 -2.63794
N -3.55102 0.45390 -3.01126
C -4.66269 0.51312 -2.05902
C -3.96222 0.43374 -4.42169
N -1.38696 -0.32339 -3.35441
C -0.04500 0.18026 -3.65484
C -1.79172 -1.46925 -4.17938
N 2.99574 -0.68584 0.75366
C 3.62024 -1.41996 1.85159
C 2.86041 -1.46656 -0.46090
H 5.88588 1.74781 0.97723
H 5.35691 0.15996 0.42650
H 5.66849 0.44759 2.15612
H 4.45463 2.27586 3.14258
H 2.75437 2.46773 2.76369
H 3.98383 3.40660 1.87780
H 3.08993 2.78494 -0.69741
H 2.28226 3.29723 0.76710
H 1.07131 2.94533 -1.97381
H 1.14618 4.40151 -0.98083
H -1.55944 3.66425 1.08125
H 0.06580 4.32739 1.17932
H -0.67534 2.64071 2.98492
H 0.89721 2.34579 2.25236
H 1.38548 0.26264 3.15083
H 1.11889 -0.34065 4.78948
H 0.98438 1.39244 4.47832
H -2.49195 -0.08132 4.70075
H -1.25315 0.70032 5.68640
H -1.17735 -1.04741 5.41326
H -3.78578 0.62948 2.05183
H -3.99854 -1.00902 1.42312
H -3.04088 0.15097 0.50801
H -1.30188 -2.22472 3.37285
H -2.43177 -2.71303 2.10582
H -3.04905 -2.00176 3.60298
H -0.94477 3.37706 -2.29638
H -1.66673 4.37679 -1.03512
H -3.22960 2.61850 -1.92825
H -2.91147 2.31660 -0.21946
H -4.29701 0.44622 -1.04136
H -5.32730 -0.33012 -2.24785
H -5.23189 1.43396 -2.18590
H -3.11790 0.66543 -5.06333
H -4.71719 1.20745 -4.55461
H -4.39701 -0.52363 -4.70586
H 0.28678 0.90243 -2.90527
H -0.03549 0.67066 -4.63056
H 0.65778 -0.65122 -3.67449
H -2.74401 -1.85779 -3.83229
H -1.03705 -2.24713 -4.06066
H -1.85614 -1.21103 -5.23611
H 3.66646 -0.80327 2.74470
H 4.62573 -1.75918 1.59828
H 3.01151 -2.30056 2.06119
H 2.38760 -0.87843 -1.24188
H 2.27108 -2.35422 -0.26322
H 3.85118 -1.78502 -0.80009
Te -0.78655 -1.82526 -0.63881
C 0.32472 -3.52891 -1.15591
C -0.00653 -4.65021 -0.39874
C 0.60665 -5.86422 -0.68531
C 1.49937 -5.96001 -1.74210
C 1.78745 -4.84599 -2.52294
C 1.20382 -3.62293 -2.23293
H -0.73429 -4.59294 0.40115
H 0.36921 -6.73681 -0.09194
H 1.96043 -6.91096 -1.97177
H 2.46185 -4.93220 -3.36442
H 1.43015 -2.76307 -2.85133

---

Entry 3:
24
Properties=species:S:1:pos:R:3 method="wB97M-V/def2-TZVPD" multiplicity=1 e_above_lowest_kcal_mol=113.4 lumo_ev="-1.34 / -1.34" fmax_ev_per_a=4.68 total_charge=0 mol_weight_g_mol=180.27 energy_ha=-861.47569 gap_ha="0.224 / 0.224" e_homo_ev="-7.436 / -7.436"
C -1.25832 3.88238 -1.14051
C -1.24211 4.11226 0.23641
C -0.58051 2.82747 -1.66610
C -0.40547 3.30051 1.03519
C 0.31565 2.11486 -0.97650
C 0.38143 2.29250 0.46509
C 0.21095 -0.99844 1.57651
C 0.33651 -2.00732 0.49396
C 0.06240 -3.43333 0.81427
C 1.31831 -1.63074 -0.59957
O -0.70666 -1.08021 0.65538
S 1.66868 1.65394 1.42514
H -2.04209 4.24899 -1.76740
H -1.87640 4.76646 0.71806
H -0.69686 2.50650 -2.66699
H -0.28009 3.39198 2.03277
H 0.86434 1.19046 -1.40433
H 0.01245 -1.03333 2.63024
H -1.07174 -3.35946 1.06646
H 0.78347 -3.81465 1.55529
H 0.09228 -4.08191 -0.14493
H 2.31629 -2.04021 -0.43831
H 1.62857 -0.48398 -0.56480
H 1.08388 -1.96680 -1.60763

---

Entry 4:
14
Properties=species:S:1:pos:R:3 method="wB97M-V/def2-TZVPD" multiplicity=1 e_above_lowest_kcal_mol=65.7 lumo_ev="0.75 / 0.75" fmax_ev_per_a=1.09 total_charge=0 mol_weight_g_mol=80.13 energy_ha=-233.28235 gap_ha="0.310 / 0.310" e_homo_ev="-7.680 / -7.679"
C -0.95069 1.09859 0.33958
C 0.51985 -0.38803 -1.20719
C 1.32774 0.27214 -0.09939
C 0.20980 0.33472 0.89701
C -0.68369 -0.82403 0.68410
C -0.43026 -1.20863 -0.68656
H -1.59869 0.82123 -0.46521
H -1.19662 2.05612 0.80610
H 0.79085 -0.32577 -2.25448
H 1.70655 1.27584 -0.30376
H 2.16565 -0.38307 0.18776
H 0.39327 0.60352 1.93948
H -1.25916 -1.38450 1.41088
H -0.99462 -1.94813 -1.24832